{"formula": "C4H7OP", "method": "ωB97M-V with the def2-TZVPD basis set", "symbols": ["C", "C", "C", "C", "O", "P", "H", "H", "H", "H", "H", "H", "H"], "positions_angstrom": [[1.218516, -0.401824, 0.486420], [0.759517, 0.643123, 1.171483], [0.272661, -0.924333, -0.584100], [-1.097616, -0.749585, -0.081712], [-1.047726, 2.188381, -0.481799], [-1.182177, 1.008796, 0.721679], [2.268400, -0.571814, 0.378253], [1.248058, 1.272965, 1.891907], [0.615039, -0.280055, -1.402874], [0.482617, -1.989404, -0.804226], [-1.865085, -0.842519, -0.797238], [-1.185246, -1.448287, 0.723041], [-0.486959, 2.094557, -1.220834]], "forces_ev_per_angstrom": [[-0.519, 1.437, -0.398], [-2.715, 0.050, -0.334], [2.302, -0.831, 0.070], [0.042, 2.525, 0.512], [-1.350, -0.637, 1.927], [2.274, -0.830, 0.079], [0.603, -0.623, 0.347], [0.424, 0.033, 0.010], [-0.685, -0.464, -0.603], [0.031, 0.534, -0.238], [-0.986, -0.357, -0.844], [-0.657, -0.321, 0.671], [1.234, -0.515, -1.199]], "de_lowest_ev": 0.6756, "smiles": "OP1C=CCC1", "spin_multiplicity": 1, "homo_lumo_gap_ev": 9.656, "e_tot_ev": -15596.7614}